Record 1
DFT (ωB97M-V with the def2-TZVPD basis set) results for 2 unconnected molecules or ions with the total composition C4H13N3O in a non-equilibrium geometry.

```
21
C4H13N3O, DFT ωB97M-V with the def2-TZVPD basis set
N 0.12 -1.71 -2.19
C 0.89 -0.85 -1.38
C 0.76 0.53 -1.44
N 1.70 1.41 -1.00
O -0.45 1.04 -1.77
H -0.39 -2.39 -1.63
H -0.56 -1.20 -2.75
H 1.91 -1.23 -1.26
H 1.41 2.38 -0.94
H 2.64 1.02 -0.94
H -0.67 1.68 -1.07
C -1.86 -0.25 1.23
N -0.46 0.04 1.01
C 0.25 0.23 2.26
H -2.35 -0.40 0.26
H -2.02 -1.14 1.84
H -2.37 0.59 1.72
H 0.11 -0.64 0.22
H 0.14 -0.62 2.95
H -0.11 1.13 2.79
H 1.32 0.37 2.07
```

## Properties
F_max (eV/A): 4.01
Calculated total energy (eV): -10874.5132
HOMO level (eV): -7.20
Charge: 0
Orbital gap (Eh): 0.2912

The molecule's natural (NBO) atomic charges, reported in e, are given here: -0.825, -0.294, 0.518, -0.836, -0.695, 0.355, 0.370, 0.180, 0.403, 0.412, 0.490, -0.411, -0.712, -0.408, 0.196, 0.156, 0.178, 0.399, 0.155, 0.177, 0.193

***

Record 2
DFT (ωB97M-V with the def2-TZVPD basis set) results for a molecular structure, C4H13N3O2 in a non-equilibrium geometry.

```
22
C4H13N3O2, DFT ωB97M-V with the def2-TZVPD basis set
C -0.74 -1.04 0.55
C 1.05 -1.66 -0.07
C -2.10 -0.73 -0.04
N 2.01 -0.85 0.48
O -0.44 -0.30 1.70
H -0.37 0.64 1.47
H -0.87 -2.05 0.93
H 1.88 0.16 0.24
H 2.07 -0.94 1.49
H 1.06 -2.67 0.32
H 0.94 -1.59 -1.14
H -2.88 -0.97 0.68
H -2.27 -1.32 -0.95
H -2.24 0.34 -0.25
N 0.36 2.35 0.65
C -0.01 1.02 -1.18
O 0.43 0.38 -2.31
N 0.88 1.54 -0.39
H 1.40 0.41 -2.29
H -0.28 3.07 0.29
H 1.14 2.81 1.09
H -1.03 1.38 -1.26
```

## Properties
F_max (eV/A): 3.44
Calculated total energy (eV): -12920.5241
HOMO level (eV): -7.39
Charge: 0
Orbital gap (Eh): 0.3009

The molecule's natural (NBO) atomic charges, reported in e, are given here: 0.004, -0.166, -0.645, -0.843, -0.756, 0.479, 0.158, 0.390, 0.371, 0.189, 0.184, 0.214, 0.217, 0.176, -0.683, 0.380, -0.670, -0.389, 0.493, 0.353, 0.374, 0.170

***

Record 3
DFT (ωB97M-V with the def2-TZVPD basis set) results for a molecular structure, C4H13N3O2 in a non-equilibrium geometry.

```
22
C4H13N3O2, DFT ωB97M-V with the def2-TZVPD basis set
C -1.40 -0.55 -0.38
C -2.89 -0.36 -0.20
O -0.99 -1.76 0.33
O -1.11 -0.74 -1.76
H -1.60 -2.50 0.14
H -1.74 -1.37 -2.15
H -0.25 0.04 0.46
H -3.45 -1.22 -0.61
H -3.22 0.53 -0.73
H -3.15 -0.26 0.86
C 1.16 1.53 1.85
C 1.82 0.15 0.00
N 2.62 1.12 -0.55
N 1.69 -1.02 -0.69
N 0.97 0.40 0.96
H 1.62 -0.92 -1.70
H 0.94 -1.60 -0.33
H 2.93 0.99 -1.49
H 2.48 2.07 -0.27
H 0.78 2.45 1.38
H 2.20 1.69 2.13
H 0.61 1.33 2.77
```

## Properties
F_max (eV/A): 2.43
Calculated total energy (eV): -12922.1778
HOMO level (eV): -7.56
Charge: 0
Orbital gap (Eh): 0.3073

The molecule's natural (NBO) atomic charges, reported in e, are given here: 0.216, -0.671, -0.793, -0.766, 0.443, 0.441, 0.329, 0.169, 0.217, 0.218, -0.430, 0.645, -0.819, -0.809, -0.603, 0.390, 0.439, 0.395, 0.397, 0.180, 0.195, 0.216

***

Record 4
DFT (ωB97M-V with the def2-TZVPD basis set) results for 2 unconnected molecules or ions with the total composition C4H13N5 in a non-equilibrium geometry.

```
22
C4H13N5, DFT ωB97M-V with the def2-TZVPD basis set
H 1.95 2.50 -2.14
N 1.60 1.61 -1.82
C 0.39 1.66 -1.37
N -0.33 0.48 -1.24
C -1.75 0.39 -1.48
N 0.43 -0.70 -1.38
H -0.26 2.54 -1.38
H -2.18 -0.22 -0.67
H -2.20 1.37 -1.36
H -1.95 -0.03 -2.47
H 1.41 -0.50 -1.14
H 0.53 -0.95 -2.38
H -2.67 -0.20 2.02
N -1.84 0.01 1.48
C -0.86 -0.78 1.70
N 0.51 -0.52 1.50
C 1.63 -1.22 2.07
H -0.94 -1.53 2.51
H 0.71 0.29 0.93
H 1.89 -2.11 1.49
H 2.50 -0.56 2.05
H 1.41 -1.53 3.09
```

## Properties
F_max (eV/A): 3.76
Calculated total energy (eV): -11806.9818
HOMO level (eV): -8.19
Charge: 0
Orbital gap (Eh): 0.3400

The molecule's natural (NBO) atomic charges, reported in e, are given here: 0.354, -0.779, 0.266, -0.288, -0.411, -0.657, 0.163, 0.241, 0.210, 0.179, 0.378, 0.338, 0.353, -0.755, 0.312, -0.618, -0.401, 0.130, 0.395, 0.185, 0.212, 0.194

***

Record 5
DFT (ωB97M-V with the def2-TZVPD basis set) results for 2 unconnected molecules or ions with the total composition C4H13NO in a non-equilibrium geometry.

```
19
C4H13NO, DFT ωB97M-V with the def2-TZVPD basis set
C 0.81 -2.14 0.18
C -0.24 -1.17 0.67
N 0.21 0.18 0.51
C -0.55 1.28 1.08
C 0.24 2.56 0.88
H 0.43 -3.16 0.17
H 1.09 -1.86 -0.84
H 1.69 -2.05 0.79
H -0.47 -1.36 1.72
H -1.23 -1.36 0.21
H 0.39 0.36 -0.47
H -1.48 1.42 0.50
H -0.77 1.04 2.11
H 0.29 2.79 -0.18
H 1.25 2.46 1.25
H -0.22 3.40 1.42
O -0.57 -0.45 -3.19
H -1.06 -1.27 -3.06
H 0.17 -0.69 -3.76
```

## Properties
F_max (eV/A): 1.29
Calculated total energy (eV): -7896.1561
HOMO level (eV): -8.34
Charge: 0
Orbital gap (Eh): 0.3346

The molecule's natural (NBO) atomic charges, reported in e, are given here: -0.604, -0.204, -0.636, -0.209, -0.607, 0.204, 0.197, 0.212, 0.181, 0.144, 0.358, 0.158, 0.187, 0.201, 0.210, 0.208, -0.941, 0.472, 0.471

***

Record 6
DFT (ωB97M-V with the def2-TZVPD basis set) results for 2 unconnected molecules or ions with the total composition C4H13NO in a non-equilibrium geometry.

```
19
C4H13NO, DFT ωB97M-V with the def2-TZVPD basis set
C -0.37 3.88 1.44
C 0.29 5.00 2.27
C 0.99 6.03 1.36
H -0.83 4.37 0.59
H -1.12 3.31 1.98
H 0.36 3.16 1.08
H 1.07 4.61 2.93
H -0.47 5.48 2.82
H 0.24 6.48 0.73
H 1.26 6.88 1.99
H 1.82 5.60 0.81
N -0.17 -3.93 -2.27
C -0.74 -4.85 -1.33
O -0.17 -6.16 -1.35
H 0.81 -3.76 -2.17
H -0.51 -4.09 -3.20
H -0.67 -4.41 -0.35
H -1.70 -5.06 -1.66
H 0.72 -6.20 -0.98
```

## Properties
F_max (eV/A): 2.37
Calculated total energy (eV): -7895.8426
HOMO level (eV): -9.54
Charge: 0
Orbital gap (Eh): 0.3890

The molecule's natural (NBO) atomic charges, reported in e, are given here: -0.606, -0.388, -0.605, 0.199, 0.206, 0.201, 0.192, 0.193, 0.197, 0.206, 0.205, -0.855, 0.083, -0.744, 0.363, 0.369, 0.151, 0.172, 0.460